Entry 1:
The following is a DFT calculation (ωB97M-V/def2-TZVPD) of 2 unconnected molecules or ions with the total composition C20H14F4O.

```
39
Properties=species:S:1:pos:R:3:forces:R:3
F -2.35434 3.46920 -1.83059 0.2827 -1.3781 0.0096
C -2.08665 2.11842 -1.79472 0.1293 0.8378 0.0137
C -3.16684 1.24080 -1.85682 0.6526 -0.3203 0.1784
C -2.84181 -0.11429 -1.81848 -0.7872 -0.3945 0.0909
F -3.87972 -1.02131 -1.81180 1.1740 0.9051 -0.1935
C -1.54297 -0.58159 -1.74737 0.7334 0.1239 0.1614
C -0.43870 0.32923 -1.62125 -2.1151 0.4821 -0.5042
C 0.85479 -0.23646 -1.45784 -0.2554 -0.0967 1.0127
C 2.14833 0.33073 -1.61111 2.0818 0.6002 -0.3403
C 3.25773 -0.57882 -1.68763 -0.7461 0.1734 0.1032
C 4.55208 -0.10915 -1.80429 0.8034 -0.3643 -0.0049
F 5.59172 -1.01196 -1.84144 -1.1480 0.8780 -0.0165
C 4.87436 1.24776 -1.86788 -0.7565 -0.3489 0.1713
C 3.79027 2.12173 -1.83046 -0.0206 0.9010 0.0414
F 4.05609 3.47342 -1.87994 -0.3052 -1.4377 -0.0240
C 2.46569 1.71963 -1.72883 -0.1705 -0.5792 0.0463
C -0.76326 1.71844 -1.67892 0.1482 -0.4952 -0.0683
H -4.19122 1.59142 -1.90255 0.1390 -0.0591 -0.0057
H -1.34726 -1.65427 -1.80421 -0.1962 0.3101 0.2478
H 0.85928 -1.32258 -1.30621 -0.0358 0.4000 -0.1141
H 3.06236 -1.65134 -1.68855 0.2058 0.2638 0.1790
H 5.89770 1.60081 -1.91894 -0.1395 -0.0620 -0.0409
H 1.67906 2.46257 -1.75304 0.5622 -0.0228 0.1484
H 0.02054 2.46350 -1.63499 -0.5983 -0.0124 0.1646
C -2.75771 -2.80597 2.17567 0.0535 -0.1142 -0.0513
C -1.81164 -1.71535 2.61470 0.0472 0.0816 0.7769
C -1.87672 -1.19499 3.91624 -0.0669 0.0627 -0.0759
C -0.99272 -0.17579 4.30371 -0.2332 -0.5530 -0.1959
C -0.07326 0.34110 3.41802 0.3566 0.2572 -1.4822
C -0.01127 -0.09724 2.02173 -2.0957 -1.5549 2.2670
O 0.68466 0.48043 1.14995 1.5542 0.3585 -1.9600
C -0.86224 -1.23910 1.73113 0.7156 0.9516 -0.3168
H -2.56653 -3.04366 1.12278 -0.1561 -0.0846 0.1721
H -2.62121 -3.71993 2.77002 -0.0464 0.1890 -0.1366
H -3.80690 -2.49523 2.27571 0.2555 -0.0529 -0.0190
H -2.60606 -1.59559 4.62248 0.1595 0.1533 -0.1797
H -1.03415 0.21114 5.32315 0.0672 -0.1043 -0.2293
H 0.62418 1.12854 3.69520 -0.1974 -0.0507 0.0548
H -0.78567 -1.68421 0.73738 -0.0515 0.1563 0.1195
```
Positions in Å, forces in eV/Å.

Calculated values
Electronic energy = -33880.781 eV
Net charge = 0
E_HOMO = -6.5 eV
Energy above the lowest of the compared OMol25 structures with the same formula, charge and spin = 75.07 kcal/mol
Strongest force on any atom = 3.46 eV/A
Lowest unoccupied orbital energy = -3.25 eV
Orbital gap = 3.262 eV

=====

Entry 2:
The following is a DFT calculation (ωB97M-V/def2-TZVPD) of a molecular structure, C20H14F6I2N3O5SbW.

```
52
Properties=species:S:1:pos:R:3:forces:R:3
W -0.55370 0.98023 -1.15465 0.1245 -0.0252 0.2886
I -2.10105 -6.18139 0.66944 -0.0033 0.0119 0.0115
C -1.54525 -4.38280 -0.04208 -0.0050 0.0612 0.0601
C -1.37813 -4.20598 -1.43173 0.0025 -0.0024 -0.0363
C -0.94104 -2.99717 -1.90317 0.1112 -0.1707 -0.0738
I -0.64082 -2.62851 -3.90892 -0.0251 -0.0607 -0.0427
C -0.65948 -1.97469 -0.97047 0.1761 0.0519 0.1269
O -0.13573 -0.83565 -1.41877 -0.4361 0.2724 -0.2240
C -0.88808 -2.09496 0.41232 0.0152 0.0627 -0.0109
C -0.73460 -0.96383 1.40983 -0.0590 0.0177 0.0421
N -0.21870 0.36292 0.95845 -0.0460 -0.0621 -0.0988
C -0.52267 1.39366 2.01020 -0.0164 -0.0007 0.0062
C 0.79013 1.82725 2.64049 0.0374 -0.0047 0.0552
C 0.86036 2.85258 3.56721 -0.0137 -0.0023 -0.0252
C 2.09647 3.13044 4.12937 0.0034 0.0128 0.0146
C 3.20105 2.38314 3.74558 0.0112 -0.0236 -0.0219
C 3.03142 1.38104 2.80697 0.0038 0.0361 0.0237
N 1.84111 1.10946 2.26624 0.0385 -0.0340 -0.0067
C -1.32075 -3.31317 0.86777 -0.0150 -0.1146 -0.0607
H -1.58178 -5.02149 -2.11239 -0.0006 0.0015 0.0038
H -0.06118 -1.29036 2.20723 -0.0196 0.0141 0.0262
H -1.71551 -0.80865 1.85628 -0.0096 0.0171 -0.0386
H 0.82728 0.32081 1.05567 0.0953 -0.0267 -0.0343
H -1.15917 0.93930 2.76935 -0.0208 0.0308 -0.0111
H -1.06798 2.23183 1.58428 0.0104 0.0027 -0.0057
H -0.02196 3.41258 3.84889 0.0027 0.0015 -0.0029
H 2.19758 3.92007 4.86167 -0.0022 0.0012 -0.0014
H 4.17791 2.57151 4.16721 -0.0009 0.0014 -0.0020
H 3.86324 0.77296 2.47617 0.0022 0.0022 -0.0001
H -1.49353 -3.47246 1.92504 0.0027 -0.0053 0.0041
O -9.07646 3.93733 -3.23794 0.0015 0.0106 -0.0150
C -8.26674 3.19069 -3.01410 0.0011 -0.0087 0.0432
O -7.43340 2.33624 -2.80829 -0.0175 -0.0214 -0.0071
C -6.17042 2.48318 -2.01192 0.0225 0.0054 -0.0022
C -5.79426 3.70707 -1.53289 -0.0256 0.0054 -0.0113
C -4.58708 3.70259 -0.83172 0.0379 -0.0029 -0.0081
N -3.85529 2.61040 -0.64927 -0.0467 -0.0069 0.0243
C -4.29188 1.46137 -1.14351 -0.1041 -0.0123 0.1769
C -5.47982 1.31493 -1.85704 -0.0016 -0.0128 -0.0085
C -3.43223 0.23480 -0.96924 0.2036 0.1685 -0.6957
O -3.73298 -0.83717 -1.39364 -0.0665 -0.0738 0.2508
O -2.23196 0.45494 -0.36969 -0.0224 0.0081 0.3463
H -6.35466 4.62301 -1.67221 0.0006 0.0012 0.0082
H -4.20729 4.62762 -0.41701 -0.0065 0.0000 0.0098
H -5.79584 0.36119 -2.25599 -0.0122 -0.0023 0.0105
F 1.26561 1.22819 -0.80232 0.0059 0.0503 0.0800
Sb 1.62431 2.82522 -3.97104 0.1101 -0.0599 0.0291
F 2.29313 1.41878 -4.98173 -0.0095 -0.0356 -0.0299
F 0.45772 1.42611 -2.96056 0.0301 0.0736 0.0361
F 0.15165 3.15510 -5.06111 -0.0558 0.0047 -0.0200
F -1.78894 1.29984 -2.51075 0.0425 -0.0684 -0.1716
F -0.69730 2.72503 -0.59154 -0.0507 -0.0889 -0.0115
```
Positions in Å, forces in eV/Å.

Calculated values
Electronic energy = -76521.051 eV
Net charge = +3
E_HOMO (alpha / beta) = -16.2 / -16.2 eV
Energy above the lowest of the compared OMol25 structures with the same formula, charge and spin = 11.36 kcal/mol
Strongest force on any atom = 0.74 eV/A
Lowest unoccupied orbital energy (alpha / beta) = -9.94 / -11.57 eV
Spin multiplicity = 2
⟨S²⟩ = 0.77
Orbital gap (alpha / beta) = 6.266 / 4.632 eV

=====

Entry 3:
The following is a DFT calculation (ωB97M-V/def2-TZVPD) of a molecular structure, C20H15BBr4N8O4Rh.

```
53
Properties=species:S:1:pos:R:3:forces:R:3
Rh -0.42264 -0.28422 -0.89024 1.5624 1.6266 0.6397
C -2.98604 -0.83255 2.35501 0.0315 0.0025 -0.0149
C -2.70557 -0.83240 0.98854 -0.0904 0.0532 0.0471
N -1.49897 -0.31667 0.78836 -0.2344 -0.3724 -0.0610
N -0.97315 0.00216 1.98161 0.0194 -0.0244 0.2123
C -1.86235 -0.29038 2.94497 -0.0661 -0.1707 -0.0036
B 0.46270 0.58529 2.08179 0.0193 -0.2994 -0.0816
N 0.52406 1.76186 1.08259 -0.0309 -0.0292 -0.2820
C 0.83630 3.04952 1.27815 0.0576 0.1005 -0.1208
C 0.81696 3.69661 0.05882 0.0708 -0.0231 0.0026
C 0.46688 2.71060 -0.86233 0.0952 -0.0025 -0.1158
N 0.29472 1.55370 -0.23983 -0.5173 -0.4528 -0.0434
N 1.46496 -0.49932 1.55523 0.1741 0.1117 0.4696
C 2.58639 -1.07567 2.04686 -0.0796 -0.0511 -0.0278
C 3.09923 -1.92969 1.09932 -0.0037 0.0203 -0.0846
C 2.22160 -1.81179 0.01656 0.1656 -0.0186 0.2229
N 1.25893 -0.95630 0.31046 -0.0364 -0.6124 -0.3660
N 0.68958 1.07372 3.50582 -0.0537 0.1728 -0.0290
C 1.62354 0.87368 4.47378 -0.0270 -0.0286 -0.0591
C 1.30322 1.65466 5.55071 -0.0358 0.0766 0.0430
C 0.13045 2.32617 5.15466 0.0697 -0.0650 0.0085
N -0.23224 1.98035 3.93599 0.0210 0.0258 -0.0207
H -3.87980 -1.17766 2.84379 0.0107 0.0259 -0.0142
H -3.29928 -1.16630 0.15250 0.0557 0.0057 -0.0238
H -1.64961 -0.09127 3.97989 0.0487 0.0354 -0.0341
H 1.03838 3.42967 2.26431 0.0137 -0.0828 0.0131
H 1.03320 4.73227 -0.13438 -0.0201 -0.0172 -0.0073
H 0.33257 2.77679 -1.92832 -0.0333 -0.0245 0.0298
H 2.96165 -0.87214 3.02819 -0.0108 0.0167 -0.0039
H 3.97589 -2.54790 1.18013 -0.0017 0.0294 0.0044
H 2.25424 -2.30231 -0.94230 -0.0743 0.0093 -0.0006
H 2.44737 0.19812 4.36511 0.0046 0.0160 -0.0074
H 1.83819 1.73317 6.48149 -0.0157 -0.0231 -0.0159
H -0.46053 3.03687 5.71146 0.0043 0.0004 -0.0388
Br 1.97752 -2.99834 -6.90054 0.1018 -0.0336 -0.0204
C 1.20859 -2.82056 -5.20470 0.2562 -0.1770 0.4898
C 0.61974 -3.95093 -4.56346 0.4198 0.1354 -0.0110
Br 0.79015 -5.65898 -5.32429 -0.2820 0.0085 -0.1606
C -0.06713 -3.82274 -3.37582 -1.3239 0.7792 -0.8332
Br -1.85611 -4.51272 -3.42699 0.2635 -0.8511 0.7030
C -0.05337 -2.58139 -2.65925 0.4058 0.0391 -0.2425
O -0.55191 -2.41641 -1.52030 -0.8048 0.7366 0.2298
C 0.58550 -1.43536 -3.29909 0.3100 -0.1956 0.1060
O 0.60776 -0.33923 -2.66559 0.1608 0.5599 0.1340
C 1.18699 -1.59590 -4.57348 0.1197 0.0900 -0.0503
Br 2.03304 -0.07809 -5.28147 -0.0923 0.0317 -0.0400
C -3.19779 2.35307 -2.65760 0.0133 -0.0570 0.0274
O -2.10021 1.88610 -1.85346 0.0481 0.0641 0.0356
C -1.90257 0.56622 -1.87590 0.0080 -1.5279 -0.1550
O -2.58870 -0.21327 -2.49226 -0.6671 0.3627 -0.4349
H -3.17799 3.43531 -2.57720 -0.0046 0.0083 0.0088
H -4.13657 1.95614 -2.27639 -0.0123 -0.0016 -0.0164
H -3.06776 2.03843 -3.69090 -0.0131 -0.0026 -0.0072
```
Positions in Å, forces in eV/Å.

Calculated values
Electronic energy = -324950.151 eV
Net charge = 0
E_HOMO (alpha / beta) = -8.0 / -8.4 eV
Energy above the lowest of the compared OMol25 structures with the same formula, charge and spin = 24.46 kcal/mol
Strongest force on any atom = 2.34 eV/A
Lowest unoccupied orbital energy (alpha / beta) = -0.36 / -2.10 eV
Spin multiplicity = 2
⟨S²⟩ = 0.77
Orbital gap (alpha / beta) = 7.635 / 6.311 eV

=====

Q: Among the records above, which one has the highest strongest force on any atom?
A: C20H14F4O